Record 1
# C17H37B3O5

A cluster of 2 separate species, C17H37B3O5 in total (ωB97M-V/def2-TZVPD, the Open Molecules 2025 dataset).

Structure (XYZ):
```
62
Properties=species:S:1:pos:R:3:forces:R:3
C 1.973301 4.525355 -1.554463 -0.05 -0.06 0.00
C 0.477436 4.357552 -1.833644 0.09 -0.09 -0.01
C -0.081598 3.061672 -1.234810 -0.11 0.08 0.10
C -1.361257 2.559000 -1.909307 0.00 0.19 -0.16
C -1.221147 2.046010 -3.354077 -0.05 -0.11 0.12
C -0.679567 0.601093 -3.568901 0.20 0.14 -0.01
C -0.060112 -0.112172 -2.366371 -0.01 -0.13 -0.26
C 0.254023 -1.587075 -2.635820 -0.13 0.14 0.24
C 0.759344 -2.267084 -1.360584 0.00 0.06 -0.17
C 2.162967 -1.818912 -0.905608 -0.09 -0.12 0.07
C 2.304195 -1.565201 0.611485 0.22 0.06 -0.13
C 2.171909 -0.073274 1.002712 0.06 -0.07 0.25
C 1.089627 0.280097 2.037618 -0.21 0.22 -0.04
C -0.223129 -0.495718 1.892050 -0.18 -0.06 0.40
C -1.488310 0.394801 1.833247 -0.05 -0.05 -0.14
B -2.633309 -0.389412 1.137904 -0.52 -0.05 0.37
O -3.399657 0.177716 0.094105 0.66 -0.17 -0.46
B -3.727927 -0.654203 -0.948868 -0.44 0.17 0.33
O -3.897346 -2.004785 -0.737083 0.76 -0.02 -0.30
B -3.198977 -2.547177 0.349355 -0.51 0.11 0.26
O -2.888748 -1.733971 1.399439 0.60 -0.03 -0.43
H 2.220081 4.160313 -0.553990 0.00 0.10 -0.02
H 2.290626 5.567961 -1.628838 0.02 -0.03 -0.02
H 2.564275 3.941263 -2.264683 0.00 -0.01 0.07
H 0.310660 4.367550 -2.915803 -0.01 0.10 0.05
H -0.068614 5.209839 -1.416220 -0.05 -0.05 -0.09
H -0.314602 3.256513 -0.182235 0.10 -0.11 -0.01
H 0.693673 2.293999 -1.225179 -0.01 -0.05 -0.09
H -2.064147 3.402852 -1.926956 0.00 -0.05 -0.01
H -1.838361 1.804558 -1.285206 0.00 -0.07 0.04
H -2.218459 2.098034 -3.802699 0.07 0.00 -0.04
H -0.610351 2.752474 -3.926758 0.00 -0.05 0.06
H -1.477681 -0.027210 -3.979130 -0.01 0.03 0.11
H 0.093896 0.636814 -4.345704 -0.11 -0.04 -0.05
H 0.868382 0.387618 -2.085594 -0.08 0.06 0.15
H -0.730225 -0.074101 -1.501397 0.05 0.11 0.02
H -0.675194 -2.075090 -2.957900 0.12 -0.03 -0.12
H 0.990665 -1.679867 -3.444261 -0.08 -0.01 -0.02
H 0.028120 -2.046525 -0.581117 0.06 -0.10 0.07
H 0.742572 -3.354063 -1.484179 0.01 0.05 0.03
H 2.872486 -2.592021 -1.220662 0.00 0.04 0.04
H 2.457921 -0.909607 -1.447454 -0.02 -0.08 0.00
H 1.615887 -2.188201 1.192111 0.12 0.03 0.13
H 3.295937 -1.900380 0.921371 -0.08 -0.04 0.05
H 2.026853 0.547746 0.104407 -0.09 -0.15 -0.01
H 3.133653 0.242118 1.423264 -0.05 0.11 -0.10
H 0.870279 1.355557 1.938779 0.11 -0.03 0.02
H 1.461354 0.121730 3.052035 0.06 -0.22 -0.11
H -0.203848 -1.121924 1.000403 0.10 0.06 -0.06
H -0.280039 -1.205037 2.729333 0.04 -0.09 -0.15
H -1.290609 1.289531 1.225787 -0.07 0.07 0.18
H -1.775794 0.717284 2.841252 0.09 0.04 -0.04
H -3.832641 -0.203295 -2.052728 -0.22 -0.01 0.06
H -2.869078 -3.687343 0.310034 -0.19 -0.04 0.12
O 1.503670 -2.650068 3.569856 -0.04 0.25 -0.35
C 1.393267 -3.009579 4.885280 -0.01 -0.03 0.19
C -0.044627 -2.961499 5.511865 -0.08 0.04 -0.09
O -0.172716 -3.293297 6.818460 0.03 0.00 0.00
H 2.006053 -2.368227 5.576445 0.01 0.01 -0.04
H 1.752035 -4.052865 5.097526 -0.01 0.00 -0.04
H -0.661127 -3.601970 4.812404 0.00 0.00 0.01
H -0.395952 -1.905895 5.269703 0.01 0.00 0.02
```
Forces are in eV/Å.

Calculated values
E_tot ... -1120.80787 Ha
Frontier orbital gap ... 0.073 Eh
LUMO ... 3.851 eV
Charge ... -2
2S+1 ... 1
Strongest force on any atom ... 0.82 eV/A

Mulliken population analysis, charges in e, atoms 1 to 6: -1.319 -0.401 0.175 -0.195 -0.601 -1.105

Record 2
# C4H9N3O

A cluster of 2 separate species, C4H9N3O in total in a non-equilibrium geometry (ωB97M-V/def2-TZVPD, the Open Molecules 2025 dataset).

Structure (XYZ):
```
17
Properties=species:S:1:pos:R:3:forces:R:3
C 1.369948 -1.390043 1.906077 0.03 0.15 -0.26
C 2.168329 -0.310683 1.065050 0.98 -1.77 1.17
N 1.222149 0.189810 0.106428 0.71 -2.01 0.68
N 0.012805 -0.320343 0.422456 -0.73 0.86 0.31
N 0.041693 -1.101094 1.371283 -1.76 -1.17 0.49
H 1.398848 -1.321219 3.061936 -0.10 0.23 -2.01
H 1.578583 -2.480645 1.661585 0.02 1.39 0.12
H 2.472810 0.419109 1.800492 0.74 0.48 -0.31
H 2.939396 -0.883530 0.546834 0.54 0.77 0.27
H 1.308359 1.098681 -0.254543 -0.47 1.13 -0.45
C -1.671791 2.216018 -1.847190 0.65 -2.17 -3.21
C -1.601968 2.801935 -0.685741 -0.07 -0.08 0.66
O -1.592157 2.185688 0.520000 0.54 -0.78 0.24
H -1.515049 1.098735 -2.028759 -0.63 1.52 0.67
H -1.723891 2.776849 -2.810075 0.13 -0.22 1.16
H -1.538070 3.874109 -0.676371 -0.28 0.36 0.64
H -1.419927 1.203010 0.432605 -0.29 1.29 -0.17
```
Forces are in eV/Å.

Calculated values
SMILES ... C1CNN=N1.C=CO
Energy relative to the best compared isomer or geometry (same formula, charge and spin) ... 372.4 kJ/mol
E_tot ... -397.20880 Ha
Frontier orbital gap ... 0.360 Eh
LUMO ... 0.873 eV
Charge ... 0
2S+1 ... 1
Strongest force on any atom ... 3.93 eV/A

Mulliken population analysis, charges in e, atoms 1 to 6: -0.307 -0.360 -0.056 -0.008 -0.483 0.218

Record 3
# C3H3FN2O

An isolated molecule of C3H3FN2O in a non-equilibrium geometry (ωB97M-V/def2-TZVPD, the Open Molecules 2025 dataset).

Structure (XYZ):
```
10
Properties=species:S:1:pos:R:3:forces:R:3
C -1.661440 1.435091 -0.336803 1.20 0.31 3.16
C -0.401296 0.539353 0.019260 -4.93 1.63 -3.94
N 0.731397 1.218531 0.053783 1.99 -0.97 1.27
N 1.635542 0.403131 0.318060 3.11 0.81 1.55
O 1.102134 -0.941218 0.496479 0.59 0.82 -2.15
C -0.077414 -0.763308 -0.031728 -1.20 -0.21 1.78
F -0.758197 -1.798151 -0.386597 -0.62 -0.76 0.15
H -1.896188 1.729046 0.889730 -0.30 -0.26 -3.97
H -1.339757 2.331071 -0.947263 0.02 -0.86 1.22
H -2.485038 1.034530 -0.942194 0.15 -0.52 0.93
```
Forces are in eV/Å.

Calculated values
SMILES ... Cc1nnoc1F
Energy relative to the best compared isomer or geometry (same formula, charge and spin) ... 384.3 kJ/mol
E_tot ... -400.60086 Ha
Frontier orbital gap ... 0.386 Eh
LUMO ... 0.711 eV
Charge ... 0
2S+1 ... 1
Strongest force on any atom ... 6.52 eV/A

Mulliken population analysis, charges in e, atoms 1 to 6: -0.824 0.317 -0.058 -0.283 -0.122 0.429